This record from OMol25 describes a molecular structure, C18H35ClNO2P2PmSi at a distorted geometry. The level of theory is the ωB97M-V functional and the def2-TZVPD basis.

Structure (XYZ):
```
61
Properties=species:S:1:pos:R:3:forces:R:3:mulliken_spin:R:1
C 4.65376 1.51321 -0.91695 0.589 -1.417 0.384 0.00
C 3.40304 2.06222 -1.28288 -2.938 5.820 -2.011 0.00
H 5.46029 2.27190 -0.94604 -0.591 0.168 -0.187 0.00
H 4.88578 0.69090 -1.62696 -0.112 0.153 0.385 0.00
H 4.57571 1.09290 0.10807 -0.021 -0.033 -0.468 0.00
O 2.60768 2.86048 -1.61364 3.780 -4.823 1.718 0.00
Cl 2.84956 -1.35757 -0.32173 0.030 0.868 -0.119 -0.01
Pm 0.73872 0.17709 -0.10517 -2.229 -3.000 0.586 4.07
P 0.79389 0.27279 -2.97769 -0.640 -0.389 -1.956 -0.01
C -0.15106 1.39776 -4.07973 -0.103 0.250 0.320 0.00
C 2.22223 0.01301 -4.08413 0.528 0.016 0.423 0.00
H 1.87931 -0.34594 -5.06346 0.055 0.126 0.296 0.00
H -0.07853 -1.53443 -4.34410 -0.041 0.056 0.222 0.00
H 2.89605 -0.72284 -3.64060 0.041 -0.026 -0.138 0.00
H 0.35683 -2.14078 -2.71763 -0.141 0.176 -0.151 0.00
H 0.30238 2.39856 -4.06199 -0.205 -0.196 -0.065 0.00
H 2.76252 0.95539 -4.22216 -0.003 -0.097 -0.108 0.00
C -0.11033 -1.31263 -3.27067 -0.013 0.055 0.507 0.00
H -0.12573 1.01359 -5.11130 -0.031 0.080 0.393 0.00
H -1.15281 -1.20975 -2.93621 0.284 -0.098 -0.089 0.00
H -1.18988 1.46612 -3.73727 0.174 0.083 -0.157 0.00
P 1.69364 1.27017 2.39927 0.454 -0.065 2.045 -0.01
C 0.99919 2.71444 3.26087 -0.300 0.301 -0.296 0.00
C 1.10574 -0.09525 3.50861 -0.158 -0.099 -0.505 0.00
H 3.99780 0.55518 2.67822 0.021 0.130 0.153 0.00
H 3.43520 1.51199 4.08675 -0.049 -0.036 -0.388 0.00
H 3.88272 2.33552 2.56341 -0.029 -0.140 0.154 0.00
C 3.42262 1.43456 2.98933 0.290 -0.162 -0.567 0.00
H 1.40911 -1.08566 3.13249 -0.101 0.303 0.127 0.00
H 1.54105 0.05877 4.50313 -0.129 -0.016 -0.191 0.00
H 1.38141 2.75313 4.28728 -0.123 -0.054 -0.207 0.00
H -0.09069 2.63655 3.27899 0.047 0.129 0.069 0.00
H 0.00794 -0.06049 3.57208 0.303 -0.090 0.000 0.00
H 1.27800 3.64087 2.74266 -0.076 -0.138 0.190 0.00
C 0.43343 2.68210 0.06344 -1.483 5.661 -0.043 0.00
O 0.19958 3.81473 0.12290 1.101 -4.437 -0.066 0.00
C -2.54431 1.90236 -0.62531 0.626 0.029 0.262 0.01
Si -2.84065 0.18510 0.07683 -0.567 -0.874 0.176 -0.01
C -3.62426 0.45536 1.75288 -0.214 0.080 0.108 0.00
C -3.96440 -0.68879 -1.14665 -0.181 0.031 0.032 0.00
N -1.38530 -0.79945 0.27893 1.652 2.169 -0.692 -0.04
C -1.47304 -2.11591 0.71134 0.164 -1.401 0.449 -0.01
C -0.28361 -2.90503 0.72586 -0.774 0.395 0.138 0.00
C -0.29551 -4.21666 1.19570 -0.185 -0.001 0.037 0.01
C -1.49775 -4.80703 1.62138 0.168 0.215 -0.071 -0.01
C -2.67851 -4.05868 1.59588 0.443 0.209 -0.173 0.00
C -2.67404 -2.73453 1.15806 0.499 0.294 -0.138 -0.01
H -3.52103 2.27125 -0.95375 0.085 -0.060 -0.010 0.00
H -1.87929 1.93442 -1.49322 -0.004 0.096 -0.148 0.00
H -2.18029 2.60875 0.13075 -0.141 -0.053 -0.145 0.00
H -4.66101 0.80700 1.65168 0.223 -0.028 0.061 0.00
H -3.64030 -0.44958 2.36853 -0.010 0.173 -0.117 0.00
H -3.07023 1.21595 2.31716 -0.076 -0.032 -0.069 0.00
H -3.55122 -0.63609 -2.16156 -0.059 0.033 0.090 0.00
H -4.10551 -1.74946 -0.91024 0.041 0.237 -0.076 0.00
H -4.96032 -0.22170 -1.16996 0.241 -0.082 -0.030 0.00
H 0.65414 -2.45426 0.35102 -0.407 -0.506 0.228 0.00
H 0.64276 -4.77540 1.22823 -0.359 0.079 -0.048 0.00
H -1.51497 -5.84085 1.96919 0.062 0.341 -0.108 0.00
H -3.61976 -4.49149 1.92093 0.171 -0.032 -0.023 0.00
H -3.60771 -2.16389 1.16916 0.423 -0.372 0.007 0.00
```
Forces are in eV/Å.

As for the calculated total energy: -2952.35173 Ha. For the gap between HOMO and LUMO (alpha / beta), the calculation gives 2.80 / 2.87 eV. As for the net charge: +2. Its multiplicity is 5.